{"formula": "C3H6N2", "method": "ωB97M-V/def2-TZVPD", "de_lowest_kcal_mol": 10.0, "max_force_ha_per_bohr": 0.02164, "lumo_ev": 0.87, "smiles": "C[C@@H](N)C#N", "gap_ev": 11.28, "symbols": ["N", "N", "C", "C", "C", "H", "H", "H", "H", "H", "H"], "positions_angstrom": [[0.518699, 0.701984, -1.169321], [1.972339, -1.126223, 1.401429], [1.125705, -0.787490, 0.688495], [0.069062, -0.340866, -0.258935], [-1.177403, 0.124933, 0.499877], [0.827602, 1.511755, -0.637348], [-0.188702, -1.218202, -0.863008], [-1.052674, 1.162399, 0.825635], [-1.363690, -0.490912, 1.383370], [-2.047716, 0.077817, -0.158440], [1.316778, 0.384806, -1.711754]], "atomic_forces_ev_per_a": [[0.21, 0.03, 0.02], [-0.82, 0.35, -0.67], [0.74, -0.26, 0.58], [-0.12, -0.12, 0.04], [-0.06, 0.00, 0.05], [-0.06, -0.07, -0.09], [0.04, 0.09, 0.11], [0.03, -0.15, 0.01], [0.01, 0.04, -0.15], [0.14, 0.05, 0.06], [-0.11, 0.04, 0.03]]}



{"formula": "C10H16Cl2MgO14S2", "method": "ωB97M-V/def2-TZVPD", "max_force_ha_per_bohr": 0.16295, "lumo_ev": [5.92, 6.08], "total_charge": -3, "spin_multiplicity": 2, "gap_ev": [2.03, 5.29], "s_squared": 0.7505, "symbols": ["Cl", "Cl", "S", "S", "Mg", "O", "O", "O", "O", "O", "O", "O", "O", "O", "O", "O", "O", "O", "O", "C", "C", "C", "C", "C", "C", "C", "C", "C", "C", "H", "H", "H", "H", "H", "H", "H", "H", "H", "H", "H", "H", "H", "H", "H", "H"], "positions_angstrom": [[2.450103, -1.343444, -5.625026], [0.007622, -3.003803, -3.812207], [0.965921, 3.349584, -2.660142], [3.487164, 0.326657, -0.548472], [1.340141, 1.387277, -1.157288], [4.806780, 0.011100, -1.135352], [0.045703, 1.795419, 3.159241], [2.019861, 4.298642, -2.956511], [3.109834, 1.695141, -0.516214], [3.620637, -0.187949, 0.763997], [1.353002, 0.171617, 2.897267], [-1.995516, -0.451177, 0.237634], [-0.110898, 4.017276, -3.354793], [0.715401, 1.466260, 1.106891], [2.265986, -0.214297, -1.099216], [-1.960025, -1.269689, -1.763291], [-0.481491, 0.349383, -1.161210], [0.672739, 3.052392, -1.246875], [1.305467, 1.990321, -2.896049], [0.846498, -0.113705, 4.132550], [1.291736, -1.905209, -3.248736], [2.591227, -2.010205, -3.968321], [-4.358507, -0.573391, 0.116987], [-3.014951, -1.428656, 0.112833], [-1.238075, 1.137489, 5.073506], [0.137478, 1.222505, 4.448201], [0.718832, 1.106385, 2.289143], [-2.754322, -2.164593, -1.228346], [-1.415764, -0.373388, -0.884533], [0.115698, -0.921700, 4.166917], [1.633524, -0.259290, 4.872480], [-5.183450, -1.194028, -0.232862], [-4.418544, 0.166808, -0.680894], [-2.041828, 0.480460, 4.741224], [-1.641894, 2.144946, 5.173833], [0.870377, 1.827625, 4.981866], [-2.216034, -3.107759, -1.134557], [1.324962, -2.286203, -2.228029], [-1.069413, 0.860390, 6.114114], [3.467463, -1.524618, -3.538767], [-3.567929, -2.391442, -1.917316], [1.042202, -0.854861, -3.098414], [-2.868121, -2.181555, 0.887223], [-4.664270, -0.041062, 1.017678], [2.794673, -3.055652, -4.200164]], "atomic_forces_ev_per_a": [[-0.08, 0.40, -0.58], [-0.42, 0.04, -1.01], [-0.19, 5.26, -0.01], [5.11, -2.02, 1.97], [-0.98, -0.77, 1.78], [-0.91, 0.42, -2.37], [-2.02, 1.72, 1.31], [2.84, -0.10, 0.98], [1.18, 5.40, 0.01], [-0.27, -1.46, 4.38], [2.64, -3.27, -1.50], [-0.80, -0.72, 2.22], [-3.33, -1.38, -0.76], [0.36, -1.79, 2.95], [-2.25, -4.62, -3.24], [3.82, 3.74, -3.48], [-2.05, -1.38, -0.03], [-2.30, 4.68, 3.69], [1.64, -5.13, -6.42], [-1.16, 1.01, 2.02], [0.35, 0.46, 2.08], [0.16, -1.12, -0.92], [-0.04, -1.37, -0.65], [-3.34, -0.05, 0.87], [0.50, 0.85, 1.67], [-0.37, -0.75, -0.36], [-0.30, 2.78, -5.15], [-1.48, -1.39, 1.99], [3.34, 1.02, -3.20], [0.20, -0.32, -0.39], [0.15, -0.39, -0.29], [-0.18, -0.52, 0.59], [1.00, 0.26, -0.16], [0.52, -0.14, -0.80], [-0.19, 0.10, -0.30], [-0.48, 0.32, 0.54], [0.08, -0.33, 0.55], [0.96, 0.36, 0.02], [-0.05, -0.26, 0.28], [-0.52, 0.11, 0.56], [-0.58, 0.39, 0.45], [-0.76, -0.11, -0.58], [-0.53, 0.55, 0.55], [0.46, -0.40, 0.29], [0.27, -0.06, 0.44]]}



{"formula": "C9H19N6O3SV", "method": "ωB97M-V/def2-TZVPD", "de_lowest_kcal_mol": 0.0, "max_force_ha_per_bohr": 0.01196, "lumo_ev": [-3.83, -3.83], "total_charge": 1, "spin_multiplicity": 2, "gap_ev": [7.36, 6.89], "s_squared": 0.9104, "symbols": ["V", "S", "O", "O", "O", "N", "N", "N", "N", "N", "N", "C", "C", "C", "C", "C", "C", "C", "C", "C", "H", "H", "H", "H", "H", "H", "H", "H", "H", "H", "H", "H", "H", "H", "H", "H", "H", "H", "H"], "positions_angstrom": [[0.098776, -0.429360, -0.173781], [-1.054253, -2.643647, -0.701981], [-1.720376, 0.301536, 0.195313], [1.512402, -1.152372, 0.779629], [0.929434, 0.926977, 0.885334], [-3.944478, -0.062349, 0.180255], [1.832617, 0.128423, 0.346103], [-2.725253, -0.172893, 2.174393], [0.822192, -4.157056, -1.843639], [0.064088, 0.910782, -1.876449], [1.164108, -1.850074, -1.777864], [2.814353, -3.303793, -2.721124], [0.382013, -2.914927, -1.496314], [-1.417204, -0.278394, 2.818743], [-5.014899, -0.972496, 0.577492], [-3.837856, 0.159594, 3.060816], [-2.768274, 0.018306, 0.843961], [-3.966052, 0.339790, -1.218199], [2.014799, -4.366764, -2.444108], [2.330783, -2.037770, -2.351345], [-4.226234, -0.725778, 3.564950], [0.982875, 1.124788, -2.252977], [-4.997150, 0.546769, -1.498345], [-0.809598, -1.049416, 2.344658], [2.929235, -1.149971, -2.521776], [2.269256, -5.392780, -2.667322], [-4.710852, -1.575430, 1.427001], [0.228812, -4.939238, -1.599112], [-3.573476, -0.447200, -1.868912], [-1.579380, -0.582260, 3.849908], [-5.928921, -0.432360, 0.826482], [-0.316156, 1.786387, -1.526378], [-0.509571, 0.598977, -2.654300], [3.774570, -3.427023, -3.194465], [-3.478083, 0.859322, 3.814978], [-5.227457, -1.644500, -0.255382], [-0.865554, 0.660890, 2.786608], [-4.638219, 0.641687, 2.508388], [-3.381581, 1.244759, -1.357172]], "atomic_forces_ev_per_a": [[0.14, -0.32, -0.50], [-0.50, -0.20, 0.15], [-0.15, 0.06, 0.18], [-0.02, 0.08, 0.18], [-0.15, 0.37, 0.12], [0.05, -0.06, 0.02], [0.58, -0.15, -0.04], [0.00, 0.02, -0.06], [0.01, 0.03, -0.01], [0.01, 0.10, -0.13], [0.08, -0.03, -0.05], [0.00, 0.03, -0.04], [0.19, -0.11, -0.11], [0.02, -0.09, -0.04], [0.00, 0.03, 0.01], [-0.01, 0.01, -0.03], [-0.15, 0.03, 0.05], [-0.01, 0.05, -0.02], [-0.03, -0.01, 0.02], [0.02, 0.14, 0.06], [-0.01, 0.00, 0.01], [0.03, -0.05, 0.13], [0.00, 0.00, 0.00], [-0.01, 0.01, 0.01], [0.01, 0.00, 0.03], [0.00, 0.00, 0.00], [0.01, -0.01, 0.01], [0.00, 0.00, 0.00], [0.00, 0.00, 0.01], [0.02, 0.02, 0.00], [0.00, -0.01, 0.01], [-0.05, -0.03, -0.03], [-0.07, 0.08, 0.03], [0.00, -0.01, 0.00], [-0.01, 0.01, 0.00], [0.01, -0.01, 0.00], [-0.01, 0.02, 0.02], [0.00, 0.01, -0.01], [0.00, 0.00, 0.00]]}



{"formula": "C12H44HgN10O13", "method": "ωB97M-V/def2-TZVPD", "de_lowest_kcal_mol": 74.4, "max_force_ha_per_bohr": 0.15993, "lumo_ev": -2.69, "gap_ev": 6.44, "symbols": ["Hg", "O", "O", "O", "O", "O", "O", "O", "O", "O", "O", "O", "O", "O", "N", "N", "N", "N", "N", "N", "N", "N", "N", "N", "C", "C", "C", "C", "C", "C", "C", "C", "C", "C", "C", "C", "H", "H", "H", "H", "H", "H", "H", "H", "H", "H", "H", "H", "H", "H", "H", "H", "H", "H", "H", "H", "H", "H", "H", "H", "H", "H", "H", "H", "H", "H", "H", "H", "H", "H", "H", "H", "H", "H", "H", "H", "H", "H", "H", "H"], "positions_angstrom": [[-10.213733, 21.447769, -6.823967], [-4.169711, 15.530447, -4.644298], [-3.959342, 18.255355, -12.703717], [-4.183562, 22.733772, -8.229987], [-10.505599, 19.533017, -5.510730], [-11.130783, 20.150842, -8.532133], [-5.227199, 20.825642, -3.707676], [-7.722460, 16.992866, -10.188541], [-1.938587, 18.038258, -9.591927], [-8.806371, 21.599482, -4.900200], [-7.557837, 22.355081, -12.095255], [-7.866970, 24.666074, -8.473678], [-7.910345, 21.732452, -7.760915], [-7.070572, 23.623755, -5.517375], [-2.635170, 19.833791, -10.636069], [-3.807303, 21.118584, -5.365635], [-9.143192, 21.612634, -10.741971], [-5.024506, 16.902375, -11.194634], [-5.913043, 18.808918, -11.680336], [-4.099964, 19.081652, -4.712581], [-5.748297, 16.463570, -5.672715], [-3.022775, 19.672662, -8.528780], [-4.236109, 15.579904, -6.840160], [-9.610116, 22.183344, -12.784146], [-6.766369, 24.742307, -6.238865], [-8.691270, 22.036024, -11.881873], [-4.680022, 15.824693, -5.640213], [-4.904930, 18.002025, -11.908357], [-4.405045, 20.400491, -4.489655], [-6.920431, 20.763357, -8.118728], [-10.212430, 19.755953, -4.141043], [-6.804088, 19.448986, -7.324200], [-7.931344, 25.242220, -7.170372], [-2.469041, 19.114031, -9.593230], [-10.704275, 18.964400, -9.087055], [-8.791722, 20.420786, -4.113433], [-7.103577, 20.438462, -9.142939], [-3.152272, 18.781598, -4.891332], [-4.856469, 15.729417, -7.623044], [-11.055796, 20.327653, -3.753749], [-5.032041, 22.403323, -8.525143], [-3.115186, 20.707401, -5.975555], [-4.179432, 16.429349, -10.907910], [-8.238798, 22.292622, -4.555222], [-4.083595, 22.055543, -5.622292], [-9.970514, 21.040209, -10.831250], [-2.211039, 19.441154, -11.464342], [-7.944516, 23.709362, -8.490534], [-10.906195, 18.660645, -5.500360], [-10.298408, 18.778482, -3.666424], [-6.600152, 18.596512, -10.971212], [-3.294734, 20.645335, -8.534952], [-7.770336, 19.042805, -7.025073], [-6.086899, 16.597650, -6.614773], [-2.864606, 19.164252, -7.670521], [-8.064151, 19.708547, -4.502610], [-9.215894, 22.652459, -13.587018], [-10.719353, 19.050522, -10.173543], [-8.851680, 25.004517, -6.636918], [-6.215221, 19.311242, -6.417352], [-4.642521, 18.486288, -4.103257], [-8.464115, 21.357516, -10.039204], [-5.873637, 24.405834, -6.766039], [-5.810234, 16.886658, -10.560217], [-8.175748, 17.629419, -9.635760], [-8.364559, 16.755855, -10.857704], [-5.990579, 19.564999, -12.345497], [-6.432675, 25.600374, -5.655366], [-7.895280, 26.327324, -7.267122], [-10.449370, 22.526557, -12.339216], [-11.424483, 18.159906, -8.938105], [-5.908355, 21.140896, -8.264572], [-3.491265, 14.898297, -6.867059], [-7.187209, 22.949679, -6.190879], [-8.453689, 20.645929, -3.101923], [-9.711622, 18.678857, -8.738900], [-3.122463, 20.713338, -10.731166], [-3.838403, 23.214608, -8.982255], [-5.887444, 17.063972, -4.872561], [-6.318522, 18.718732, -7.971548]], "atomic_forces_ev_per_a": [[1.67, -1.42, -2.67], [3.97, -1.90, 5.93], [-1.76, -0.48, 1.25], [0.49, -0.18, 0.24], [-0.19, -0.89, 0.01], [-0.45, 1.91, 1.17], [-0.95, -0.31, 0.78], [0.05, -0.04, 0.32], [1.18, -2.26, 0.24], [-1.15, -0.55, -0.12], [3.24, 0.26, -0.26], [-0.23, 1.22, 0.02], [0.65, -0.27, 0.54], [-1.18, -1.19, 1.94], [0.57, 2.30, -5.17], [2.77, 3.49, -3.46], [-1.29, -1.88, 3.27], [0.60, -2.74, 1.69], [-1.65, 2.65, -0.61], [-0.76, -1.73, 1.13], [-7.16, 4.03, -0.24], [-0.98, 0.45, 3.27], [2.34, -1.73, -3.50], [-3.18, 0.44, -2.99], [0.50, 1.81, -1.82], [2.43, 0.72, 0.24], [1.75, -1.23, -1.78], [3.34, 0.63, -2.39], [-1.24, -1.31, 0.76], [-1.27, -0.16, 0.09], [0.79, 0.49, 0.25], [-0.10, -0.55, 0.18], [1.40, -1.20, 0.11], [-0.38, -0.53, 1.44], [-0.10, 0.28, 0.13], [-0.83, -0.75, 0.99], [-0.35, -0.33, -0.41], [-0.17, 0.03, 0.11], [0.73, -0.37, -0.13], [0.44, 0.61, 0.42], [-0.40, 0.16, -0.11], [-0.35, 0.16, 0.02], [-0.06, 0.04, -0.23], [0.45, 0.56, -0.05], [0.01, -0.06, 0.51], [0.05, 0.01, 0.74], [-0.46, 0.21, -0.22], [-0.03, -0.64, 0.58], [-0.28, 0.04, -1.03], [0.77, 0.15, 0.50], [0.03, 0.29, -0.57], [0.04, -0.15, 0.37], [-0.47, 0.06, -0.37], [-0.80, 1.13, 0.82], [-0.24, 0.36, -0.04], [-0.06, -0.02, -0.30], [-0.66, 0.22, -0.06], [0.52, 0.16, -0.48], [-0.35, -0.14, 0.01], [0.30, 1.13, 0.21], [0.68, -0.18, 0.21], [-0.30, 0.18, 0.18], [0.06, 0.87, -1.05], [0.30, -0.40, -0.03], [-0.26, 0.21, 0.33], [-0.13, -0.16, -0.32], [-0.42, 0.17, 0.47], [-0.24, -0.29, 0.75], [0.13, -0.08, -0.31], [-0.38, 0.17, -0.95], [-0.01, -0.41, 0.63], [0.03, 0.39, 0.69], [-0.18, 0.09, -0.61], [-0.19, -0.94, -0.47], [-0.25, 0.07, 0.09], [0.31, -0.39, -0.02], [0.08, -0.44, 0.28], [0.12, 0.32, -0.18], [-0.81, -0.05, -0.62], [-0.09, -0.17, -0.38]]}